Computed, not measured: C4H6O2 in the gas phase, with the ωB97M-V functional and the def2-TZVPD basis.

Summary:
* HOMO energy: -0.3812 Eh
* M: 86.09 g mol⁻¹
* LUMO: 0.78 eV
* E_tot: -306.40677 a.u.
* SMILES: C#C[C@H](O)CO
* charge: 0
* gap between HOMO and LUMO: 11.16 eV

XYZ file:
```
12
C4H6O2 (the ωB97M-V functional and the def2-TZVPD basis)
C -1.0885 2.0065 0.0140
C -0.5714 0.9683 0.3424
C 0.1646 -0.2707 0.6692
O 1.5538 -0.0203 0.7760
C -0.0200 -1.3204 -0.4295
O 0.2354 -0.8211 -1.7186
H -1.5556 2.9290 -0.2581
H -0.2314 -0.6801 1.6119
H 1.6857 0.8687 1.1226
H 0.7029 -2.1189 -0.2285
H -1.0331 -1.7450 -0.3469
H 0.0850 0.1363 -1.6953
```